DFT (the ωB97M-V functional and the def2-TZVPD basis) results for a 2-piece molecular cluster, C5H10 overall.

Structure (XYZ):
```
15
Properties=species:S:1:pos:R:3:forces:R:3:lowdin_charge:R:1
C -1.0767 -0.6258 0.8092 -0.159 0.117 -0.044 -0.257
C -1.7481 0.3460 0.2012 0.014 -0.138 0.091 -0.043
C 0.9874 1.6442 -0.6148 0.186 -0.072 0.030 -0.096
C 1.8549 0.7011 -0.2708 -0.038 0.178 -0.065 -0.102
C -0.2729 -1.6741 0.1013 -0.036 -0.065 -0.038 -0.132
H -1.1082 -0.6988 1.8966 -0.056 0.025 -0.135 0.094
H -0.8276 -2.6183 0.1149 0.126 -0.009 -0.006 0.073
H -1.7215 0.4544 -0.8821 -0.009 -0.031 0.168 0.060
H -2.3339 1.0748 0.7540 0.066 -0.118 -0.039 0.053
H 0.7471 1.8552 -1.6542 0.096 -0.028 0.122 0.054
H 0.4546 2.2265 0.1323 0.125 -0.083 -0.110 0.051
H 2.0638 0.4784 0.7733 -0.012 0.061 -0.155 0.055
H 2.3710 0.0947 -1.0108 -0.049 0.119 0.076 0.053
H 0.6916 -1.8542 0.5915 -0.170 0.066 -0.059 0.067
H -0.0813 -1.4040 -0.9418 -0.083 -0.021 0.166 0.070
```
Positions in Å, forces in eV/Å.

Results
Molar mass = 70.1 g/mol
Structure (SMILES) = C=CC.C=C

=====

DFT (the ωB97M-V functional and the def2-TZVPD basis) results for one molecule with the formula C5H10.

Structure (XYZ):
```
15
Properties=species:S:1:pos:R:3:forces:R:3:lowdin_charge:R:1
C 1.6204 1.8069 0.2133 0.678 0.932 1.451 -0.147
C 1.3334 0.2436 0.2096 2.111 1.457 0.566 -0.297
C -0.0634 0.0271 -0.1717 -2.817 -1.585 -0.800 -0.189
C -0.7779 -1.1056 0.1041 0.493 -0.389 0.136 -0.190
C -2.2031 -1.3930 -0.3700 -0.306 -1.436 -0.959 -0.155
H 2.7161 2.0440 0.4551 -1.381 -0.486 -0.607 0.070
H 1.3403 2.3683 -0.7319 0.264 -0.925 1.039 0.069
H 1.0743 2.3323 1.1155 0.662 -1.151 -1.828 0.095
H 2.0233 -0.3164 -0.4858 -0.578 0.820 0.410 0.116
H 1.6382 -0.1269 1.2341 -0.753 0.194 -1.002 0.119
H -0.5665 0.8315 -0.8662 0.978 -1.621 1.447 0.144
H -0.4243 -2.0426 0.7371 0.041 2.490 -1.169 0.132
H -2.4168 -2.4738 -0.1019 -0.012 1.274 -0.022 0.063
H -2.9194 -0.7504 0.1909 0.235 -0.418 -0.832 0.070
H -2.3748 -1.4450 -1.5320 0.386 0.846 2.168 0.100
```
Positions in Å, forces in eV/Å.

Results
Molar mass = 70.1 g/mol
Structure (SMILES) = C/C=C/CC

=====

DFT (the ωB97M-V functional and the def2-TZVPD basis) results for a 2-piece molecular cluster, C5H10 overall.

Structure (XYZ):
```
15
Properties=species:S:1:pos:R:3:forces:R:3:lowdin_charge:R:1
C -1.7363 0.5410 0.6736 1.381 -2.055 -0.100 -0.052
C -0.5680 1.2429 0.1371 0.191 0.814 -1.299 -0.295
C -0.5082 -0.2603 -0.1107 1.088 1.304 0.908 -0.333
C 0.7097 -1.0692 -0.1059 -2.889 1.983 0.786 -0.021
C 1.8357 -0.5791 -0.9234 -0.123 0.291 0.331 -0.057
H -0.8631 0.7534 3.1506 0.007 -0.107 -0.086 0.000
H -0.3236 0.4156 3.5389 0.055 0.062 0.076 0.021
H -2.5958 0.3173 0.0406 -0.227 0.957 -0.014 0.023
H 0.2092 1.6334 0.8111 -0.434 -0.298 0.222 0.091
H -0.6521 1.8817 -0.7557 0.166 -0.083 0.191 0.090
H -1.0174 -0.4039 -1.0726 -0.700 -1.344 0.491 0.150
H 0.4410 -2.1104 -0.0152 0.800 -0.601 -0.417 0.105
H 1.9280 0.5028 -1.0745 -0.824 -0.217 0.133 0.095
H 2.8591 -0.9089 -0.8678 0.026 -1.086 0.210 0.075
H 1.2034 -1.0626 -1.6949 1.484 0.381 -1.433 0.109
```
Positions in Å, forces in eV/Å.

Results
Molar mass = 70.1 g/mol

=====

DFT (the ωB97M-V functional and the def2-TZVPD basis) results for one molecule with the formula C5H10.

Structure (XYZ):
```
15
Properties=species:S:1:pos:R:3:forces:R:3:lowdin_charge:R:1
C 1.4029 -0.9344 0.0084 0.009 -0.124 -0.186 -0.086
C 0.7710 0.3479 0.5353 0.216 -0.153 0.079 -0.301
C 0.2135 1.3718 -0.4332 0.176 -0.013 -0.096 -0.098
C -0.7227 0.5801 0.4313 0.067 -0.150 0.095 -0.320
C -1.5629 -0.5362 -0.1351 -0.021 -0.036 -0.067 -0.083
H 1.4629 -0.9369 -1.0786 -0.067 -0.088 -0.105 0.070
H 0.8565 -1.8295 0.3158 -0.040 0.049 0.004 0.071
H 2.4298 -1.0628 0.3733 -0.222 0.213 -0.021 0.072
H 1.3199 0.6277 1.4225 -0.386 0.710 0.169 0.119
H 0.2860 2.4443 -0.2529 0.160 -0.329 0.067 0.097
H 0.2917 1.0906 -1.4829 -0.075 0.086 0.147 0.103
H -1.2134 1.1634 1.2152 0.310 -0.262 -0.069 0.131
H -2.5123 -0.1721 -0.5378 0.070 -0.021 0.054 0.074
H -1.0246 -1.0412 -0.9437 -0.166 0.038 0.090 0.072
H -1.7770 -1.2804 0.6419 -0.031 0.080 -0.162 0.079
```
Positions in Å, forces in eV/Å.

Results
Molar mass = 70.1 g/mol
Structure (SMILES) = C[C@@H]1C[C@@H]1C

=====

DFT (the ωB97M-V functional and the def2-TZVPD basis) results for an isolated ion of composition C5H10Br2N3O2 and charge +1.

Structure (XYZ):
```
22
Properties=species:S:1:pos:R:3:forces:R:3:lowdin_charge:R:1
C -1.7409 -2.2649 -1.0622 0.825 0.731 2.591 -0.831
C 0.1820 -2.2140 0.1454 -0.293 1.226 -3.024 -0.514
C -0.6305 0.5588 0.5935 1.087 -4.019 1.142 -0.082
C 1.3297 1.9178 -0.2228 -1.860 -1.231 2.564 -0.169
C 0.6810 1.2070 1.0581 0.712 -1.083 -2.020 -0.332
N -0.8947 -2.8649 -0.2897 -0.193 -0.212 -0.593 0.023
N -1.6460 -0.8736 -1.1140 1.291 0.151 -0.526 0.035
N -0.4826 -0.4386 -0.5045 2.648 0.917 0.677 -0.066
O 1.6772 0.9280 -1.1371 0.983 -0.637 0.281 -0.062
O 0.3587 1.8527 2.2374 -0.041 2.213 -1.020 0.032
Br -3.2167 -3.0632 -1.7009 -0.849 -0.435 -0.658 0.978
Br 1.8257 -2.3744 -0.8139 0.175 -0.206 -0.602 0.835
H 0.5768 -2.1645 1.1085 -0.687 0.156 2.082 0.055
H -1.1592 0.0004 1.3481 0.294 -0.128 1.109 0.138
H -1.3410 1.2281 0.3383 -1.945 3.000 -1.286 0.100
H 2.0659 2.5211 0.1413 2.784 1.352 0.641 0.109
H 0.6464 2.5654 -0.6257 -1.890 1.438 -1.612 0.111
H 1.5691 0.5972 1.2495 -0.745 -1.140 0.577 0.153
H -2.3931 -0.2447 -0.8859 -1.018 -0.421 -0.338 0.149
H 0.2743 0.0972 -1.0694 -1.000 -1.826 -0.497 0.124
H 2.3117 0.3288 -0.6771 -0.332 0.418 -0.763 0.079
H 0.0062 2.7003 1.8830 0.053 -0.263 1.275 0.135
```
Positions in Å, forces in eV/Å.

Results
Molar mass = 304.0 g/mol
Structure (SMILES) = OC[C@@H](O)CN/[NH+]=C(Br)\N=C\Br
Net charge = +1

=====

DFT (the ωB97M-V functional and the def2-TZVPD basis) results for a 2-piece molecular cluster, C5H10BrF2O2PS overall.

Structure (XYZ):
```
22
Properties=species:S:1:pos:R:3:forces:R:3:lowdin_charge:R:1
C -0.4819 2.6913 1.7597 0.041 -0.235 0.002 -0.098
C 1.0733 -1.9169 -2.2903 -0.030 0.073 0.173 -0.106
C -1.2835 1.4049 1.8119 -0.392 0.665 0.234 -0.296
C 0.0445 -2.2939 -1.2433 0.005 -0.489 -0.579 -0.287
C 3.6817 0.1946 2.4341 0.049 -0.252 0.474 -0.218
O -0.5265 0.2813 1.3709 0.250 -0.209 -0.273 -0.328
O 0.1044 -1.4607 -0.0881 0.036 0.488 0.195 -0.328
F 4.6888 -0.4377 1.8870 -0.250 -0.052 0.073 0.030
F 2.8923 -0.7540 2.8870 0.388 0.223 -0.180 0.019
P -0.0497 0.1141 -0.1245 -0.302 -0.163 -0.188 -0.057
S -1.1263 0.9260 -1.5312 0.826 -0.419 0.860 0.313
Br 2.1196 0.7296 0.0701 -0.781 0.143 -0.649 0.498
H -0.2445 2.9478 0.7273 0.006 0.065 0.010 0.052
H -1.0635 3.5003 2.1932 -0.060 0.097 0.040 0.080
H 0.4481 2.5831 2.3164 0.018 0.041 0.031 0.076
H 2.0783 -1.9424 -1.8717 0.033 -0.026 -0.016 0.071
H 1.0182 -2.6123 -3.1228 -0.002 -0.100 -0.094 0.080
H 0.8724 -0.9141 -2.6670 0.065 -0.030 -0.067 0.040
H -2.1853 1.4903 1.1947 0.104 -0.072 0.131 0.099
H -1.5653 1.1539 2.8378 -0.016 0.041 -0.179 0.124
H 0.2298 -3.3013 -0.8546 -0.118 0.207 -0.108 0.124
H -0.9676 -2.2498 -1.6620 0.131 0.004 0.111 0.111
```
Positions in Å, forces in eV/Å.

Results
Molar mass = 283.1 g/mol

=====

no.,Kohn-Sham gap (Eh),HOMO (eV),F_max (hartree/bohr)
1,0.3887,-9.3,0.00394
2,0.3776,-9.0,0.06476
3,0.2031,-6.7,0.06984
4,0.4096,-9.9,0.01605
5,0.3722,-14.1,0.08395
6,0.3508,-9.5,0.02457